(1)
This record from OMol25 describes a single C4H8N2O3 molecule at a distorted geometry. The level of theory is ωB97M-V/def2-TZVPD.

Output
Energy above the lowest of the compared OMol25 structures with the same formula, charge and spin = 108.71 kcal/mol
LUMO = 0.027 hartree
SMILES string = C=C(OC)ONC(N)=O
Kohn-Sham gap = 10.2 eV
F_max = 5.41 eV/A
Highest occupied orbital energy = -9.462 eV

Last column: Mulliken charge in e.
Positions of all 17 atoms, in Å:
C -0.86124 -1.06324 1.85805  -0.584
C -0.90380 -0.11923 1.00420  0.541
C 1.52041 0.93736 -0.01250  0.678
C -1.36093 -1.16221 -1.04126  -0.759
N 2.03854 1.00906 -1.32114  -0.512
N 0.50195 1.65463 0.39005  -0.147
O 2.13188 0.13470 0.71329  -0.645
O -1.38566 0.00975 -0.26802  -0.315
O -0.33365 1.24054 1.39567  -0.331
H -0.46668 -0.94513 2.88918  0.267
H -1.48921 -1.99562 1.80247  0.231
H -1.68686 -0.94730 -2.08341  0.267
H -2.16663 -1.93774 -0.64673  0.283
H -0.36776 -1.61212 -1.23598  0.311
H 1.85670 1.89251 -1.93674  0.223
H 2.99225 0.58550 -1.34878  0.262
H -0.01932 2.31854 -0.15835  0.229

(2)
This record from OMol25 describes a single C4H8N2O3 molecule. The level of theory is ωB97M-V/def2-TZVPD.

Output
Energy above the lowest of the compared OMol25 structures with the same formula, charge and spin = 5.16 kcal/mol
LUMO = 0.016 hartree
SMILES string = C[C@H](O)C(=O)NC(N)=O
Kohn-Sham gap = 10.2 eV
F_max = 0.53 eV/A
Highest occupied orbital energy = -9.754 eV

Last column: Mulliken charge in e.
Positions of all 17 atoms, in Å:
C 1.81016 -0.20420 0.21623  0.586
C -2.45897 -0.10081 -0.47282  -1.430
N 0.99217 0.93346 0.34347  -0.158
C -0.38609 0.93965 0.46586  0.391
C -1.05536 -0.37874 0.04877  0.335
N 2.80095 -0.04687 -0.68708  -0.414
O 1.63221 -1.21833 0.84726  -0.631
O -0.96417 1.93909 0.80132  -0.598
O -1.13488 -1.25960 1.13979  -0.540
H -0.23101 -1.51708 1.38668  0.411
H 1.43793 1.83217 0.45252  0.309
H -0.44666 -0.82410 -0.75737  0.262
H 2.92592 0.80502 -1.20412  0.193
H 3.46773 -0.79108 -0.80450  0.231
H -3.02830 0.42049 0.29083  0.326
H -2.41261 0.51410 -1.36743  0.361
H -2.94900 -1.04318 -0.69942  0.366

(3)
This record from OMol25 describes 2 unconnected molecules or ions with the total composition C4H8N2O4 at a distorted geometry. The level of theory is ωB97M-V/def2-TZVPD.

Output
Energy above the lowest of the compared OMol25 structures with the same formula, charge and spin = 7.70 kcal/mol
LUMO = 0.024 hartree
SMILES string = NC(=O)C(=O)O.CC(N)=O
Kohn-Sham gap = 10.5 eV
F_max = 3.98 eV/A
Highest occupied orbital energy = -9.812 eV

Last column: Mulliken charge in e.
Positions of all 18 atoms, in Å:
C 2.36227 -0.03432 1.07449  -1.219
C 1.56900 -0.50226 -0.10974  0.826
N 1.39809 0.38160 -1.16390  -0.285
O 1.18870 -1.65178 -0.23826  -0.750
H 1.64721 1.34544 -1.00485  0.187
H 1.10165 0.04915 -2.07039  0.243
H 2.72686 -0.90544 1.61750  0.358
H 3.18527 0.62879 0.82441  0.342
H 1.72242 0.45749 1.80324  0.274
C -1.46446 0.94115 0.49710  0.524
C -1.93138 -0.10139 -0.69109  0.568
N -1.50038 -1.36489 -0.61511  -0.249
O -2.52380 1.48188 1.08312  -0.479
O -0.37515 1.40740 0.69509  -0.478
O -3.04466 0.16431 -1.13350  -0.671
H -3.34994 1.37335 0.55381  0.369
H -2.10358 -2.09968 -0.95567  0.228
H -0.60810 -1.57078 -0.16627  0.213

(4)
This record from OMol25 describes 2 unconnected molecules or ions with the total composition C4H8N2OP at a distorted geometry. The level of theory is ωB97M-V/def2-TZVPD.

Output
Energy above the lowest of the compared OMol25 structures with the same formula, charge and spin = 88.63 kcal/mol
LUMO (alpha / beta) = -0.127 / -0.213 hartree
Kohn-Sham gap (alpha / beta) = 10.1 / 4.0 eV
Charge = +1
F_max = 5.95 eV/A
Highest occupied orbital energy (alpha / beta) = -13.578 / -9.804 eV

Last column: Mulliken charge in e.
Positions of all 16 atoms, in Å:
C -0.94607 0.15164 -1.21887  -0.385
C 0.13310 0.82060 -0.26696  -0.505
C -0.10971 -1.89125 -0.44831  -0.197
C 0.46825 -1.29788 0.60986  -0.355
N -0.95085 -1.17444 -1.24291  -0.336
N 0.05841 0.00768 0.99745  -0.041
O -3.69520 -2.91593 0.14956  -0.273
P -4.27045 -3.74600 -0.82442  0.277
H -1.93374 0.69111 -0.92366  0.338
H -0.64465 0.42500 -2.30998  0.314
H 1.21887 0.70526 -0.55866  0.363
H -0.08693 1.98258 -0.10618  0.322
H -0.01390 -2.93305 -0.80133  0.414
H 1.07313 -1.80038 1.34297  0.430
H 0.62516 0.25877 1.78874  0.329
H -0.89495 -0.02082 1.19820  0.308

(5)
This record from OMol25 describes a single C4H8N2OS molecule at a distorted geometry. The level of theory is ωB97M-V/def2-TZVPD.

Output
Energy above the lowest of the compared OMol25 structures with the same formula, charge and spin = 63.34 kcal/mol
LUMO = 0.027 hartree
SMILES string = N/C=C(/C=N/S)CO
Kohn-Sham gap = 8.9 eV
F_max = 4.65 eV/A
Highest occupied orbital energy = -8.171 eV

Last column: Mulliken charge in e.
Positions of all 16 atoms, in Å:
C -1.29161 0.08913 -1.07297  -0.218
C -0.43532 0.20209 -0.08518  0.298
C -0.09308 -0.98829 0.75362  -0.469
C 0.47871 1.27306 -0.00073  -0.146
H -3.09498 -1.01424 -1.59813  0.236
H -2.14888 -1.69917 -0.41745  0.126
H -1.32892 0.81082 -1.87796  0.332
H 0.08365 -0.67504 1.87373  0.263
H -0.77051 -1.81028 0.65902  0.252
H 1.86089 -1.21661 0.51424  0.323
H 0.31283 2.22848 -0.64233  0.286
H 3.59914 1.83598 1.26965  0.160
N -2.14365 -1.05016 -1.13778  -0.442
N 1.51661 1.11992 0.63069  -0.250
O 1.04695 -1.73367 0.34405  -0.539
S 2.40818 2.62797 0.78752  -0.213

(6)
This record from OMol25 describes a single C4H8N2OS molecule at a distorted geometry. The level of theory is ωB97M-V/def2-TZVPD.

Output
Energy above the lowest of the compared OMol25 structures with the same formula, charge and spin = 70.91 kcal/mol
LUMO = 0.021 hartree
SMILES string = [H]/N=C/N(CC)OC=S
Kohn-Sham gap = 9.4 eV
F_max = 2.08 eV/A
Highest occupied orbital energy = -8.777 eV

Last column: Mulliken charge in e.
Positions of all 16 atoms, in Å:
C -2.05049 0.95025 0.37331  -1.118
C -1.26923 -0.12704 -0.35339  -0.400
C 1.99316 -0.24354 -1.64612  0.039
C 0.73196 -0.24249 1.12681  0.080
H -1.93641 0.80368 1.45890  0.289
H -1.58275 1.91366 0.20719  0.334
H -3.11883 0.94790 0.08427  0.350
H -1.51014 -0.10709 -1.44097  0.386
H -1.61881 -1.15626 -0.11518  0.283
H 2.29817 0.76221 -1.27422  0.284
H 0.11906 0.21550 1.99970  0.191
H 2.10226 -0.95474 2.23194  0.233
N 0.18964 -0.06956 -0.13161  0.090
N 1.85135 -0.80435 1.27969  -0.550
O 0.93770 -0.85116 -1.06063  -0.214
S 2.86335 -1.03697 -2.73969  -0.277

(7)
This record from OMol25 describes a single C4H8N2OS molecule at a distorted geometry. The level of theory is ωB97M-V/def2-TZVPD.

Output
Energy above the lowest of the compared OMol25 structures with the same formula, charge and spin = 96.71 kcal/mol
LUMO = 0.019 hartree
SMILES string = [H]/N=C(/N)S[C@H]1C[C@H]1O
Kohn-Sham gap = 9.8 eV
F_max = 6.30 eV/A
Highest occupied orbital energy = -9.331 eV

Last column: Mulliken charge in e.
Positions of all 16 atoms, in Å:
C -0.70876 0.10852 -1.68637  0.488
C -0.02297 -0.68915 1.05976  -0.732
C 1.31258 -1.25557 0.81422  -0.272
C 1.14184 -0.46363 2.00948  0.111
H -1.37967 0.70753 -3.68049  0.312
H -0.60691 1.86305 -2.43594  0.285
H -0.20091 -1.80012 -1.09943  0.324
H -0.81153 -1.32118 1.42075  0.360
H 1.58737 -0.62960 -0.08740  0.340
H 1.51992 -2.39764 0.56605  0.252
H 1.05207 -1.27984 2.88706  0.197
H 0.99768 1.50595 1.75324  0.350
N -1.23754 1.00912 -2.58006  -0.547
N -0.31473 -1.15134 -1.91719  -0.733
O 1.61545 0.71881 2.29292  -0.553
S -0.90950 0.77475 0.03944  -0.181

(8)
This record from OMol25 describes a single C4H8N2OS molecule at a distorted geometry. The level of theory is ωB97M-V/def2-TZVPD.

Output
Energy above the lowest of the compared OMol25 structures with the same formula, charge and spin = 62.17 kcal/mol
LUMO (alpha / beta) = 0.027 / -0.022 hartree
2S+1 = 3
Kohn-Sham gap (alpha / beta) = 8.0 / 8.7 eV
F_max = 3.53 eV/A
Highest occupied orbital energy (alpha / beta) = -7.243 / -9.351 eV

Last column: Mulliken charge in e.
Positions of all 16 atoms, in Å:
C 2.02071 0.63362 -0.26435  -0.369
C 0.71082 0.44398 -1.08214  -0.657
C -1.34677 -0.23323 0.90489  -0.309
C -2.20784 -1.17847 0.09233  -0.902
N 2.00470 -0.15781 0.93628  0.074
N 1.26706 -0.87120 1.52705  -0.352
O -0.18696 2.21631 0.79858  -0.584
S -0.83289 1.20679 -0.06232  0.405
H 2.96271 0.15281 -0.79105  0.307
H 2.18076 1.68114 0.02674  0.322
H 0.82301 1.36739 -1.78235  0.286
H 0.58560 -0.60230 -1.53086  0.384
H -0.90939 -0.62769 1.82451  0.523
H -2.67062 -1.92482 0.68217  0.352
H -1.56301 -1.56989 -0.78351  0.197
H -2.83789 -0.53663 -0.49597  0.323

Number 1: electronic energy -492.3297 hartree. Number 2: electronic energy -492.4947 hartree. Number 3: electronic energy -567.7224 hartree. Number 4: electronic energy -682.9076 hartree. Number 5: electronic energy -740.0611 hartree. Number 6: electronic energy -740.0490 hartree. Number 7: electronic energy -740.0079 hartree. Number 8: electronic energy -739.9430 hartree.